(P)
2 unconnected molecules or ions with the total composition C3H12NS. Source: the Open Molecules 2025 dataset; level of theory: ωB97M-V with the def2-TZVPD basis set.

Summary:
HOMO level in eV: -12.6483
Charge: +1
Multiplicity: 1

Each line ends with the Löwdin charge.
Atoms and positions in Å:
C -0.2443 -2.5138 -1.9523  0.001
N 0.1460 -1.0507 -1.8659  0.105
H -0.3419 -2.8497 -0.9231  0.101
H -1.2502 -2.5683 -2.3616  0.103
H 0.4654 -3.0840 -2.5340  0.100
H -0.4228 -0.6320 -1.0868  0.009
H -0.0617 -0.5774 -2.7404  0.164
H 1.1019 -0.9350 -1.5606  0.142
C 1.5494 0.7203 1.1734  -0.331
S -0.2607 0.5067 0.7321  0.763
C -0.9764 1.9816 1.5453  -0.377
H 2.2455 0.8318 0.3380  0.034
H 1.7746 -0.1966 1.7045  0.027
H 1.6507 1.6479 1.7263  0.036
H -0.9817 2.8310 0.8490  0.042
H -1.9884 1.8536 1.9021  0.039
H -0.3276 2.3998 2.3164  0.043

(Q)
2 unconnected molecules or ions with the total composition C3H12NS. Source: the Open Molecules 2025 dataset; level of theory: ωB97M-V with the def2-TZVPD basis set.

Summary:
HOMO level in eV: -12.4452
Charge: +1
Multiplicity: 1

Each line ends with the Löwdin charge.
Atoms and positions in Å:
C -0.4135 0.2479 -3.2114  -0.029
N -0.5457 -0.9178 -2.2372  0.112
H 0.4574 0.8163 -2.6983  0.126
H -0.3297 0.0049 -4.2973  0.110
H -1.2800 0.9594 -3.1529  0.109
H -1.5101 -1.2604 -2.3201  0.161
H -0.2858 -0.5765 -1.3107  0.020
H -0.0800 -1.8158 -2.5939  0.204
C -0.8776 0.3864 2.4434  -0.426
S 0.0806 0.3582 0.8983  0.744
C 1.7296 -0.2619 1.4522  -0.394
H -1.7412 -0.3749 2.5609  0.073
H -1.4076 1.3828 2.4597  0.041
H -0.3355 0.5882 3.3664  0.040
H 1.9467 -1.3103 1.4359  0.019
H 2.5828 0.2156 1.1090  -0.002
H 1.8832 -0.1705 2.6225  0.093

In order of decreasing stability: (P), (Q).

(P)
A single C3H4INO molecule. Source: the Open Molecules 2025 dataset; level of theory: ωB97M-V with the def2-TZVPD basis set.

Summary:
SMILES: I[C@@H]1CN=CO1
HOMO level in eV: -9.7563
Multiplicity: 1

Each line ends with the Löwdin charge.
Atoms and positions in Å:
I 2.6866 -0.3046 -0.0268  0.793
C 0.6597 -0.1858 0.7064  -0.619
C -0.3215 -0.9002 -0.2409  -0.272
N -0.9633 0.1793 -0.9846  0.048
C -0.6542 1.2639 -0.4550  -0.267
O 0.1917 1.3090 0.6294  -0.118
H 0.8249 -0.4638 1.7967  0.087
H -0.0005 -1.5899 -0.9655  0.074
H -1.1966 -1.4053 0.3311  0.149
H -1.2268 2.0975 -0.7906  0.126

(Q)
2 unconnected molecules or ions with the total composition C3H4INO. Source: the Open Molecules 2025 dataset; level of theory: ωB97M-V with the def2-TZVPD basis set.

Summary:
HOMO level (alpha / beta) in eV: -8.0829 / -8.9620
Multiplicity: 1

Each line ends with the Löwdin charge.
Atoms and positions in Å:
C 0.0130 -1.5700 -0.2091  -0.179
C 0.6078 0.5682 -0.4231  -0.277
C -0.4533 0.3421 0.5992  -0.866
N -0.7260 -0.9876 0.6091  0.030
O 0.7844 -0.7353 -0.9743  -0.040
I -0.4178 1.5076 2.3658  0.800
H -0.0540 -2.6753 -0.4997  0.172
H 0.5725 1.4029 -1.1847  0.144
H 1.4635 0.7303 0.1517  0.074
H -1.7901 1.4172 -0.4349  0.143

In order of decreasing stability: (P), (Q).

(P)
A molecular structure, C29H25F3NO10S5SbZr. Source: the Open Molecules 2025 dataset; level of theory: ωB97M-V with the def2-TZVPD basis set.

Summary:
HOMO level in eV: -1.2459
Charge: -2
Multiplicity: 1

Each line ends with the Löwdin charge.
Atoms and positions in Å:
Zr 0.1997 1.0181 1.5425  1.587
O -4.9156 3.7279 4.0748  0.066
C -3.7610 3.2867 3.5123  -0.273
C -2.5872 3.1636 4.2498  0.082
C -1.4686 2.6994 3.5940  -0.168
N -1.4951 2.3948 2.3080  0.050
C -2.6176 2.4749 1.6065  -0.141
C -3.7895 2.9322 2.1658  0.089
C -2.4722 1.9028 0.2066  -0.568
O -3.4119 1.9362 -0.5710  0.058
O -1.3152 1.3853 0.0095  -0.231
C -0.1146 2.4264 4.2281  -0.575
O 0.0977 2.7358 5.3768  0.102
O 0.6934 1.8541 3.3896  -0.188
H -4.7619 3.8818 5.0130  0.106
H -2.5295 3.3900 5.3074  0.131
H -4.6967 2.9772 1.5812  0.132
S 5.1321 3.6979 1.5014  -0.298
S 4.3156 3.3074 -0.3146  -0.272
S 3.8800 1.2983 -0.6035  -0.088
S 2.6357 0.4564 0.8451  0.007
O -0.9628 -2.6183 2.7138  -0.293
S -0.7473 -1.2167 2.9388  0.309
O -1.0667 -0.7243 4.2591  -0.307
O -1.4560 -0.3467 1.8880  -0.484
O 0.6843 -0.8077 2.5266  -0.560
C 0.6881 1.9453 -1.9616  -0.116
C 0.9113 3.2277 -1.1929  -0.270
O 0.7238 3.1544 0.2473  -0.289
C 1.1750 4.4383 0.7505  -0.259
C 1.0277 4.6325 2.2344  -0.060
H 1.0749 2.1113 -2.9706  0.089
H -0.3561 1.6531 -2.0199  0.059
H 1.2813 1.1399 -1.5333  -0.029
H 0.2363 4.0130 -1.5549  0.121
H 1.9396 3.5552 -1.3504  0.052
H 0.6015 5.1980 0.2048  0.118
H 2.2308 4.5354 0.4879  0.044
H -0.0115 4.6097 2.5634  0.067
H 1.4352 5.6195 2.4633  0.088
H 1.6243 3.9105 2.7869  0.075
F 4.5817 -1.7989 -5.3548  0.027
C 3.6275 -1.7709 -4.3870  -0.289
C 4.0166 -1.7450 -3.0656  -0.014
C 3.0309 -1.7173 -2.0884  -0.147
C 1.6776 -1.7223 -2.4251  -0.350
C 1.3311 -1.7304 -3.7735  -0.121
C 2.3026 -1.7588 -4.7674  -0.026
Sb 0.2128 -1.5608 -0.8544  1.574
C 0.6627 -3.4306 0.0788  -0.360
C 1.7930 -3.4645 0.8944  -0.122
C 2.1166 -4.6036 1.6173  -0.006
C 1.2822 -5.6961 1.5235  -0.285
F 1.5856 -6.8159 2.2336  0.025
C 0.1416 -5.6937 0.7505  -0.021
C -0.1642 -4.5462 0.0303  -0.116
C -1.4637 -2.1734 -2.0550  -0.367
C -1.4969 -3.3100 -2.8625  -0.145
C -2.6142 -3.6162 -3.6276  -0.025
C -3.6970 -2.7607 -3.5725  -0.290
F -4.7910 -3.0546 -4.3239  0.027
C -3.7083 -1.6255 -2.7931  -0.008
C -2.5801 -1.3377 -2.0317  -0.096
H 5.0668 -1.7194 -2.8069  0.119
H 3.3340 -1.6640 -1.0495  0.056
H 0.2889 -1.7083 -4.0691  0.088
H 2.0422 -1.7640 -5.8182  0.109
H 2.4105 -2.5793 1.0096  0.074
H 2.9810 -4.6354 2.2671  0.117
H -0.5005 -6.5650 0.7335  0.109
H -1.0772 -4.5267 -0.5516  0.087
H -0.6349 -3.9674 -2.9054  0.105
H -2.6534 -4.4949 -4.2588  0.110
H -4.5756 -0.9785 -2.7806  0.118
H -2.5803 -0.4413 -1.4200  0.080

(Q)
A molecular structure, C29H25F3NO10S5SbZr. Source: the Open Molecules 2025 dataset; level of theory: ωB97M-V with the def2-TZVPD basis set.

Summary:
HOMO level in eV: -1.9326
Charge: -2
Multiplicity: 1

Each line ends with the Löwdin charge.
Atoms and positions in Å:
Zr 0.1773 1.2031 0.1675  1.325
O -5.8753 0.3132 -1.5374  0.063
C -4.6038 0.5748 -1.1337  -0.284
C -4.2220 0.4964 0.2027  0.076
C -2.9086 0.7795 0.5140  -0.155
N -2.0272 1.0748 -0.4269  0.020
C -2.3818 1.1519 -1.7036  -0.152
C -3.6773 0.9292 -2.1096  0.074
C -1.2032 1.4588 -2.6142  -0.626
O -1.3648 1.4928 -3.8285  0.019
O -0.1118 1.6140 -1.9662  -0.238
C -2.3090 0.7551 1.9138  -0.577
O -3.0281 0.5039 2.8629  0.062
O -1.0446 1.0017 1.9080  -0.201
H -6.3711 -0.0462 -0.7934  0.108
H -4.9100 0.2336 0.9972  0.128
H -3.9430 0.9879 -3.1544  0.133
S -0.5938 3.7799 0.4039  -0.093
S 0.5898 4.1399 2.0277  -0.149
S 2.1622 2.6950 1.6701  -0.106
S 2.3345 2.5616 -0.3400  -0.010
O 0.9961 -2.6108 0.8162  -0.311
S 1.3403 -1.3924 0.1146  0.281
O 2.4152 -1.5429 -0.8377  -0.326
O 0.0935 -0.8338 -0.6027  -0.531
O 1.5755 -0.2256 1.0554  -0.523
C 0.8460 -0.3045 4.4291  -0.067
C 0.4921 -1.7321 4.0765  -0.291
O -0.7119 -1.7270 3.3475  -0.159
C -1.1261 -3.0083 2.9469  -0.300
C -2.2118 -2.8355 1.9062  -0.070
H 1.6892 -0.2891 5.1248  0.068
H -0.0095 0.1889 4.8925  0.081
H 1.1166 0.2533 3.5346  0.043
H 0.3687 -2.3396 4.9910  0.110
H 1.2836 -2.1914 3.4701  0.111
H -1.4994 -3.5716 3.8203  0.113
H -0.2827 -3.5585 2.5156  0.097
H -3.0378 -2.2466 2.3094  0.075
H -2.5863 -3.8089 1.5769  0.072
H -1.7936 -2.3080 1.0470  0.056
F -0.9853 -1.5214 -9.8845  0.023
C -0.7140 -1.5325 -8.5505  -0.295
C -0.8277 -2.7240 -7.8627  -0.024
C -0.5440 -2.7267 -6.5033  -0.137
C -0.1467 -1.5661 -5.8379  -0.398
C -0.0505 -0.3884 -6.5763  -0.124
C -0.3370 -0.3581 -7.9382  -0.022
Sb 0.2822 -1.4363 -3.7116  1.619
C 1.0491 -3.4553 -3.5545  -0.357
C 1.6874 -4.0848 -4.6212  -0.140
C 2.2559 -5.3470 -4.4865  -0.032
C 2.1757 -5.9702 -3.2606  -0.292
F 2.7176 -7.2125 -3.1229  0.021
C 1.5682 -5.3816 -2.1726  -0.003
C 1.0089 -4.1212 -2.3284  -0.103
C -1.7553 -1.9539 -3.1703  -0.331
C -2.8032 -1.7368 -4.0631  -0.120
C -4.1207 -2.0265 -3.7241  -0.029
C -4.3762 -2.5287 -2.4662  -0.297
F -5.6610 -2.8189 -2.1199  0.026
C -3.3768 -2.7354 -1.5407  -0.007
C -2.0671 -2.4415 -1.9010  -0.104
H -1.1366 -3.6203 -8.3854  0.110
H -0.6399 -3.6554 -5.9508  0.102
H 0.2219 0.5345 -6.0754  0.093
H -0.2743 0.5559 -8.5141  0.111
H 1.7477 -3.5936 -5.5868  0.086
H 2.7532 -5.8402 -5.3120  0.107
H 1.5512 -5.8889 -1.2171  0.119
H 0.5703 -3.6567 -1.4573  0.070
H -2.6053 -1.3189 -5.0417  0.095
H -4.9373 -1.8515 -4.4129  0.114
H -3.6170 -3.1050 -0.5512  0.104
H -1.2929 -2.5698 -1.1575  0.066

In order of decreasing stability: (Q), (P).